Record 1
14
Properties=species:S:1:pos:R:3:forces:R:3:nbo_charge:R:1 method="wB97M-V/def2-TZVPD" multiplicity=1 smiles=CC#CCCO total_energy_ev=-7359.4678 lumo_ev=0.96 homo_energy_ev=-9.470 homo_lumo_gap_ev=10.4
C 2.477 0.401 -0.351 0.192 0.707 0.100 -0.683
C 1.480 -0.639 -0.116 -0.957 0.024 0.028 0.014
C 0.318 -0.970 -0.168 0.890 0.308 -0.099 -0.037
C -1.047 -0.620 -0.557 -0.303 0.382 -0.516 -0.495
C -1.934 -0.130 0.577 -0.554 -0.267 -0.001 -0.050
O -1.354 0.933 1.299 0.337 -0.163 0.153 -0.714
H 1.859 1.320 -0.426 0.477 -0.239 -0.011 0.230
H 3.202 0.578 0.448 -0.025 -0.279 -0.130 0.232
H 2.989 0.287 -1.308 0.094 -0.166 0.175 0.234
H -0.870 0.263 -1.202 -0.253 -0.330 0.025 0.225
H -1.553 -1.364 -1.176 -0.004 -0.104 0.224 0.233
H -2.853 0.281 0.149 0.092 -0.130 0.013 0.182
H -2.225 -0.972 1.223 0.145 0.169 0.067 0.159
H -0.487 0.632 1.608 -0.129 0.089 -0.029 0.471

***

Record 2
14
Properties=species:S:1:pos:R:3:forces:R:3:nbo_charge:R:1 method="wB97M-V/def2-TZVPD" multiplicity=1 total_energy_ev=-7358.4030 lumo_ev=1.01 homo_energy_ev=-8.260 homo_lumo_gap_ev=9.3
C 1.467 -0.036 -0.439 0.256 0.388 -0.127 -0.505
C 0.602 0.176 0.768 0.017 -0.041 0.099 -0.319
C -0.766 0.805 0.539 -0.039 0.010 0.003 -0.433
C -1.394 -0.155 -0.473 -0.186 0.263 -0.088 -0.089
O -0.735 -1.408 -0.271 -0.129 -0.264 0.054 -0.510
C 0.421 -1.294 0.445 -0.182 -0.121 0.275 0.088
H 1.113 0.351 -1.391 -0.007 -0.163 0.119 0.224
H 2.544 0.011 -0.295 -0.135 0.041 0.035 0.237
H 1.107 0.438 1.696 -0.100 -0.099 -0.203 0.228
H -0.729 1.838 0.181 0.013 -0.150 -0.015 0.220
H -1.328 0.791 1.480 0.108 0.009 -0.127 0.216
H -1.229 0.163 -1.510 -0.014 0.005 0.138 0.171
H -2.464 -0.321 -0.334 0.094 0.093 0.004 0.198
H 1.389 -1.358 -0.396 0.303 0.028 -0.167 0.274

***

Record 3
14
Properties=species:S:1:pos:R:3:forces:R:3:nbo_charge:R:1 method="wB97M-V/def2-TZVPD" multiplicity=1 total_energy_ev=-7356.4230 lumo_ev="0.59 / 0.58" homo_energy_ev="-7.548 / -7.546" homo_lumo_gap_ev="8.1 / 8.1"
C -2.263 0.778 -0.674 -0.145 0.015 -0.199 -0.264
O -1.543 0.661 0.552 0.210 -0.070 0.069 -0.485
C -0.298 0.237 0.446 -0.181 0.095 0.043 0.076
C 1.439 -1.685 0.411 0.201 0.009 -0.018 -0.577
C 2.096 -0.500 0.245 -0.205 0.326 -0.004 -0.054
C 2.152 0.742 0.134 0.202 -0.412 0.029 -0.362
H -1.787 1.521 -1.322 -0.060 -0.087 0.115 0.191
H -2.297 -0.189 -1.185 -0.015 0.119 0.083 0.189
H -3.271 1.101 -0.411 0.144 -0.053 -0.079 0.206
H 0.224 0.199 1.380 0.013 -0.073 -0.104 0.217
H 0.078 0.015 -0.533 -0.005 -0.015 0.063 0.200
H 1.447 -2.171 1.385 -0.048 0.111 -0.145 0.218
H 1.284 -2.341 -0.444 -0.012 0.149 0.139 0.215
H 2.740 1.631 0.015 -0.101 -0.114 0.008 0.230

***

Record 4
14
Properties=species:S:1:pos:R:3:forces:R:3:nbo_charge:R:1 method="wB97M-V/def2-TZVPD" multiplicity=1 smiles=C1CC2(C1)CO2 total_energy_ev=-7359.0375 lumo_ev=1.09 homo_energy_ev=-9.636 homo_lumo_gap_ev=10.7
C -1.803 -0.028 0.602 0.266 0.010 0.111 -0.148
O -1.810 -0.772 -0.637 0.014 0.573 -0.388 -0.479
C -0.586 -0.364 -0.105 0.700 1.007 -0.371 0.237
C 0.708 -1.115 0.016 0.116 -0.185 0.045 -0.426
C 1.389 0.264 0.119 0.632 -0.090 0.013 -0.392
C 0.217 0.951 -0.580 0.085 -0.532 -0.261 -0.456
H -2.332 -0.514 1.426 0.504 0.376 -0.161 0.206
H -1.661 1.036 0.390 -2.388 0.214 1.049 0.200
H 0.904 -1.575 -0.958 0.110 -0.022 0.142 0.215
H 0.871 -1.840 0.814 -0.167 0.051 -0.050 0.215
H 2.367 0.385 -0.330 0.257 -0.070 0.059 0.208
H 1.411 0.575 1.171 0.150 -0.013 -0.231 0.201
H 0.250 0.984 -1.670 0.408 -0.246 -0.053 0.210
H 0.075 2.015 -0.259 -0.687 -1.075 0.098 0.209

***

Record 5
14
Properties=species:S:1:pos:R:3:forces:R:3:nbo_charge:R:1 method="wB97M-V/def2-TZVPD" multiplicity=1 total_energy_ev=-7356.9453 lumo_ev=0.26 homo_energy_ev=-8.111 homo_lumo_gap_ev=8.4
C -1.520 -0.363 1.042 -0.196 -0.184 0.156 -0.284
C -0.470 0.089 -1.649 0.496 0.196 -0.210 -0.155
O -0.664 0.774 0.989 0.238 0.051 0.215 -0.503
C 0.588 0.643 0.457 0.032 -0.057 0.296 0.219
C 1.268 -0.582 0.057 -0.136 -0.074 0.126 -0.442
C 0.812 0.324 -1.116 -0.234 -0.070 -0.615 -0.434
H -2.505 0.019 1.317 0.171 0.001 0.110 0.196
H -1.161 -1.055 1.806 -0.045 -0.067 0.052 0.167
H -1.609 -0.865 0.073 0.165 0.220 0.156 0.229
H -0.623 0.788 -2.485 0.111 -0.090 -0.198 0.116
H 1.222 1.470 0.784 -0.302 -0.152 -0.285 0.215
H 2.347 -0.648 0.186 -0.263 0.098 0.081 0.233
H 0.731 -1.520 0.138 0.042 0.098 -0.110 0.242
H 1.586 0.925 -1.598 -0.080 0.028 0.227 0.201

***

Record 6
14
Properties=species:S:1:pos:R:3:forces:R:3:nbo_charge:R:1 method="wB97M-V/def2-TZVPD" multiplicity=1 total_energy_ev=-7357.6503 lumo_ev="0.62 / 0.62" homo_energy_ev="-8.056 / -8.058" homo_lumo_gap_ev="8.7 / 8.7"
O 1.322 -0.038 1.891 0.392 -0.241 -0.749 -0.695
C 0.710 -0.064 0.654 -0.624 0.468 -0.424 0.388
C -0.747 -0.359 0.813 -0.395 -0.052 0.009 -0.455
C -0.762 0.095 -0.645 -0.531 0.289 -0.237 -0.301
C 0.345 1.102 -0.353 0.412 -0.099 0.386 -0.433
C -0.035 -1.028 -1.254 0.308 0.074 0.214 -0.387
H 2.247 0.231 1.955 -0.070 0.088 -0.631 0.489
H -1.203 0.347 1.516 -0.039 -0.020 0.036 0.196
H -1.019 -1.391 1.054 -0.145 0.195 -0.160 0.208
H -1.586 0.614 -1.122 -0.650 -0.527 -0.120 0.218
H 0.905 1.413 -1.252 0.303 -0.387 0.655 0.209
H -0.073 1.998 0.140 0.335 -0.152 0.179 0.190
H -0.444 -2.037 -1.116 0.264 0.308 0.252 0.188
H 0.339 -0.884 -2.280 0.442 0.053 0.590 0.187

***

Record 7
14
Properties=species:S:1:pos:R:3:forces:R:3:nbo_charge:R:1 method="wB97M-V/def2-TZVPD" multiplicity=1 smiles="O[C@@H]1C=CCC1" total_energy_ev=-7361.0475 lumo_ev=0.92 homo_energy_ev=-9.350 homo_lumo_gap_ev=10.3
O 0.995 1.176 1.712 0.452 -0.094 -0.513 -0.720
C -0.057 0.708 0.863 -0.453 -0.091 -0.359 0.069
C -0.044 0.940 -0.719 0.093 0.081 0.212 -0.416
C 0.120 -0.447 -1.370 0.021 0.025 0.091 -0.446
C -0.390 -1.342 -0.269 0.081 -0.074 0.170 -0.154
C -0.290 -0.778 0.934 -0.238 -0.095 -0.127 -0.246
H 1.414 0.432 2.167 -0.169 0.201 -0.406 0.471
H -0.936 1.253 1.223 -0.041 -0.202 0.062 0.170
H -1.050 1.281 -1.010 0.303 0.097 0.329 0.206
H 0.661 1.699 -1.067 0.051 -0.154 0.228 0.222
H -0.401 -0.588 -2.326 -0.009 0.307 0.284 0.213
H 1.175 -0.690 -1.564 -0.202 -0.015 0.045 0.212
H -0.825 -2.319 -0.445 0.529 -0.212 0.029 0.209
H -0.374 -1.324 1.871 -0.418 0.226 -0.045 0.209

***

Record 8
14
Properties=species:S:1:pos:R:3:forces:R:3:nbo_charge:R:1 method="wB97M-V/def2-TZVPD" multiplicity=1 total_energy_ev=-7356.2350 lumo_ev="-0.24 / -0.23" homo_energy_ev="-7.954 / -7.956" homo_lumo_gap_ev="7.7 / 7.7"
C 1.385 0.935 -1.903 0.093 -0.140 -0.259 -0.262
O 1.143 1.656 -0.721 0.048 0.074 0.039 -0.531
C 0.043 1.147 -0.001 -0.202 0.016 0.160 -0.165
C 0.184 -0.236 0.483 -0.318 -0.147 0.039 0.009
C -0.606 -1.080 1.034 0.668 0.030 -0.091 -0.373
C -1.113 -2.004 1.939 -0.124 0.020 0.003 -0.402
H 0.534 1.008 -2.601 0.101 0.003 0.123 0.157
H 2.268 1.369 -2.376 -0.130 -0.069 0.081 0.193
H 1.569 -0.125 -1.683 -0.003 0.121 -0.068 0.184
H -0.087 1.827 0.850 -0.008 -0.084 -0.084 0.215
H -0.869 1.207 -0.624 0.105 0.028 0.062 0.184
H -1.821 -2.765 1.626 0.124 0.157 -0.066 0.213
H -0.847 -1.979 2.998 -0.133 0.143 -0.226 0.217
H -1.783 -0.960 0.979 -0.221 -0.151 0.286 0.361

***

Record 9
14
Properties=species:S:1:pos:R:3:forces:R:3:nbo_charge:R:1 method="wB97M-V/def2-TZVPD" multiplicity=1 total_energy_ev=-7359.5466 lumo_ev=1.03 homo_energy_ev=-9.416 homo_lumo_gap_ev=10.4
C -1.308 -1.121 0.532 0.037 0.000 -0.020 -0.634
C -0.162 -0.285 0.050 -0.464 -0.127 0.212 0.253
C -0.091 0.719 -1.122 -0.125 0.104 -0.136 -0.421
C 1.320 0.486 -0.562 0.414 0.263 -0.167 0.077
C 0.779 0.627 0.867 0.029 0.101 0.187 -0.422
O 1.033 -0.955 -0.505 0.056 -0.183 -0.023 -0.536
H -1.761 -1.684 -0.290 0.096 0.088 0.090 0.224
H -2.070 -0.471 0.974 0.087 -0.093 -0.066 0.221
H -0.967 -1.826 1.296 -0.031 0.098 -0.102 0.226
H -0.273 0.290 -2.110 0.018 0.044 0.151 0.213
H -0.550 1.703 -0.986 0.093 -0.137 0.019 0.195
H 2.286 0.795 -0.966 -0.162 -0.077 0.047 0.194
H 1.362 0.118 1.638 -0.081 0.060 -0.116 0.213
H 0.402 1.605 1.183 0.034 -0.141 -0.075 0.195

***

Record 10
14
Properties=species:S:1:pos:R:3:forces:R:3:nbo_charge:R:1 method="wB97M-V/def2-TZVPD" multiplicity=1 total_energy_ev=-7357.9993 lumo_ev=0.69 homo_energy_ev=-8.115 homo_lumo_gap_ev=8.8
C 0.038 -1.541 1.743 -0.151 -0.352 0.366 -0.250
C 0.860 0.290 0.792 -0.497 0.054 -0.319 0.297
O 0.486 -0.963 0.515 0.009 0.501 0.178 -0.551
C 0.331 1.172 -0.250 0.238 0.266 0.279 -0.423
C 0.410 0.885 -1.736 0.076 -0.059 -0.276 -0.381
C -0.889 0.716 -1.053 -0.153 -0.019 -0.114 -0.387
H 0.865 -1.715 2.432 0.000 -0.105 -0.122 0.198
H -0.656 -0.829 2.196 0.027 -0.362 0.139 0.186
H -0.506 -2.447 1.479 0.200 -0.081 0.073 0.190
H 0.357 2.214 0.051 0.094 -0.036 -0.242 0.225
H 0.960 -0.005 -2.023 -0.099 0.106 0.029 0.225
H 0.569 1.758 -2.360 -0.021 -0.169 0.005 0.223
H -1.678 1.445 -1.206 0.193 -0.014 -0.011 0.219
H -1.222 -0.302 -0.872 0.084 0.268 0.014 0.227

***

Record 11
14
Properties=species:S:1:pos:R:3:forces:R:3:nbo_charge:R:1 method="wB97M-V/def2-TZVPD" multiplicity=1 smiles="O=C[C@]12C[C@H]1C2.[H][H]" total_energy_ev=-7357.7312 lumo_ev=0.98 homo_energy_ev=-9.800 homo_lumo_gap_ev=10.8
O 2.047 -0.983 -0.337 -0.264 -0.548 0.269 -0.558
C 0.940 -1.156 0.124 0.343 0.001 -0.020 0.436
C -0.074 0.454 1.427 -0.160 0.461 0.517 -0.346
C -1.260 0.536 0.561 -0.334 0.011 0.246 -0.181
C -0.567 1.087 -0.673 -0.017 0.205 -0.083 -0.373
C -0.108 -0.153 0.002 0.488 0.134 0.242 -0.179
H 0.961 -1.089 -2.109 -0.237 -0.042 -0.527 0.036
H 0.694 -1.975 0.827 0.167 -0.079 -0.157 0.132
H 0.613 1.288 1.542 -0.172 0.151 0.051 0.205
H -0.089 -0.252 2.261 -0.055 0.176 -0.251 0.217
H -2.295 0.307 0.769 0.112 -0.105 -0.128 0.235
H 0.034 1.995 -0.578 -0.203 -0.062 0.094 0.200
H -1.125 1.014 -1.608 0.315 -0.232 0.182 0.222
H 0.232 -1.147 -2.240 0.018 -0.069 -0.437 -0.045

***

Record 12
14
Properties=species:S:1:pos:R:3:forces:R:3:nbo_charge:R:1 method="wB97M-V/def2-TZVPD" multiplicity=1 smiles="C1=CCOCC1" total_energy_ev=-7359.1330 lumo_ev=1.01 homo_energy_ev=-8.542 homo_lumo_gap_ev=9.6
C -0.897 -0.972 -0.370 -0.201 0.094 -0.113 -0.073
C -1.346 0.419 0.086 -0.024 0.122 -0.045 -0.482
C -0.179 1.375 0.082 1.881 -0.738 2.051 -0.297
C 1.080 0.855 0.091 0.180 -0.710 -1.232 -0.154
C 1.383 -0.602 0.049 0.287 -0.190 -0.462 -0.132
O 0.256 -1.399 0.339 -0.032 0.081 -0.040 -0.523
H -1.669 -1.724 -0.177 0.129 0.150 -0.051 0.197
H -0.690 -0.962 -1.454 0.011 -0.027 0.164 0.161
H -2.126 0.807 -0.581 0.062 -0.171 0.064 0.220
H -1.800 0.373 1.085 0.155 0.019 -0.145 0.221
H 0.261 1.865 1.003 -2.005 1.934 -0.343 0.272
H 1.939 1.545 0.109 -0.349 -0.363 0.443 0.204
H 2.151 -0.871 0.788 -0.171 0.183 -0.207 0.207
H 1.788 -0.818 -0.950 0.076 -0.385 -0.085 0.178